Entry 1:
This record from the Open Molecules 2025 dataset describes C8H8N2S in the gas phase in a non-equilibrium geometry. The level of theory is the ωB97M-V functional and the def2-TZVPD basis.

Cartesian coordinates (Å):
C -2.7506 -0.7543 1.4697
C -3.1204 0.4287 0.8904
S -2.1014 0.8621 -0.4445
C -1.1493 -0.5518 -0.2223
C 0.0518 -0.8983 -1.1002
C 1.2479 -0.0240 -0.7867
C 1.4015 0.8777 0.2407
N 2.6724 1.3423 0.1218
C 3.1926 0.8140 -1.0240
N 2.3396 -0.0131 -1.6086
C -1.6003 -1.2833 0.8377
H -3.3787 -1.2173 2.1938
H -4.0009 1.0731 1.0960
H 0.3135 -1.9227 -0.9323
H -0.2035 -0.8084 -2.1647
H 0.7807 1.1736 1.0807
H 3.1728 2.0843 0.6305
H 4.2126 1.0330 -1.3869
H -1.0805 -2.2155 1.1090

Properties
F_max in hartree/bohr: 0.0415
2S+1: 1
Gap between HOMO and LUMO in eV: 9.354
SMILES: c1csc(Cc2c[nH]cn2)c1
Calculated total energy in a.u.: -817.3414
Charge: 0

=====

Entry 2:
This record from the Open Molecules 2025 dataset describes C8H8N4 in the gas phase in a non-equilibrium geometry. The level of theory is the ωB97M-V functional and the def2-TZVPD basis.

Cartesian coordinates (Å):
C 1.7924 1.0892 2.7169
C 1.1928 0.2561 1.7286
N 0.9173 0.6190 0.5653
C 0.3896 -0.0448 -0.4546
N 1.2358 -0.6215 -1.3929
C 0.7747 -0.9808 -2.5651
C -0.5820 -0.8876 -2.9909
N -1.4324 -0.3012 -2.0176
C -2.8312 -0.2502 -2.0176
C -3.1208 0.2082 -0.7034
N -2.0260 0.3790 0.0465
C -0.9853 0.0799 -0.7015
H 0.9976 1.6459 3.1450
H 2.4489 1.7584 2.1643
H 2.1569 0.4782 3.5912
H 0.9254 -0.7536 1.9367
H 1.5105 -1.3877 -3.1914
H -1.0835 -1.1654 -3.9748
H -3.2674 -0.3262 -3.0709
H -4.0564 0.4177 -0.1559

Properties
F_max in hartree/bohr: 0.0836
2S+1: 1
Gap between HOMO and LUMO in eV: 8.236
SMILES: C/C=N/c1nccn2ccnc12
Calculated total energy in a.u.: -528.6048
Charge: 0

=====

Entry 3:
This record from the Open Molecules 2025 dataset describes C8H8N4O2 in the gas phase in a non-equilibrium geometry. The level of theory is the ωB97M-V functional and the def2-TZVPD basis.

Cartesian coordinates (Å):
C 0.1607 -0.6759 3.1051
C -1.2061 -0.6328 2.9777
C 0.9881 -0.5269 2.0555
C -1.7781 -0.3071 1.7388
C 0.5106 -0.3123 0.7511
C -0.8816 -0.0460 0.6564
C 1.4029 -0.1414 -0.3625
C 1.6027 -0.0004 -2.8547
N -1.5869 0.6632 -0.2545
N -1.5891 0.6704 -1.4875
N -1.8931 1.3633 -2.4518
N 0.8281 -0.4044 -1.6557
O 2.5682 0.1769 -0.1777
O -0.3634 -0.8640 -1.8640
H 0.5389 -0.8151 4.0213
H -1.8928 -0.3688 3.8325
H 2.0269 -0.6086 2.1468
H -2.9108 -0.2246 1.6401
H 2.2625 -0.5539 -3.4181
H 0.8964 0.4755 -3.4923
H 2.1943 0.7715 -2.3995
H -1.8783 2.3614 -2.5069

Properties
F_max in hartree/bohr: 0.0769
2S+1: 1
Gap between HOMO and LUMO (spin up / spin down) in eV: 6.952 / 7.650
Calculated total energy in a.u.: -678.8994
Charge: 0

=====

Entry 4:
This record from the Open Molecules 2025 dataset describes a molecular structure, C8H8N4O4PdS. The level of theory is the ωB97M-V functional and the def2-TZVPD basis.

Cartesian coordinates (Å):
Pd -0.6633 -0.2738 0.2680
O 0.8794 -3.8377 -0.7807
C 0.3491 -2.7590 -0.6310
O 0.4295 -1.9902 0.4175
C -0.4899 -2.1765 -1.7739
C -0.7543 -2.7317 -3.0117
C -1.5466 -2.0061 -3.8978
C -2.0584 -0.7577 -3.5512
C -1.7569 -0.2585 -2.2987
N -0.9969 -0.9852 -1.4911
C -2.1872 1.0778 -1.6842
O -2.8792 1.8282 -2.3354
O -1.7262 1.2893 -0.4832
H -0.3465 -3.7030 -3.2532
H -1.7694 -2.4195 -4.8728
H -2.6782 -0.1751 -4.2179
N 1.7258 1.2086 0.5053
N 1.8699 1.5434 1.8394
C 0.9340 1.2571 2.7614
N 1.2094 1.6997 4.0050
S -0.5135 0.4451 2.5145
H 2.4667 0.5970 0.1931
H 1.6183 2.0279 -0.0773
H 2.6790 2.0736 2.1289
H 2.1169 2.0546 4.2526
H 0.5904 1.4254 4.7468

Properties
F_max in hartree/bohr: 0.0049
2S+1: 1
Gap between HOMO and LUMO in eV: 9.174
Calculated total energy in a.u.: -1355.7611
Charge: 0

=====

Entry 5:
This record from the Open Molecules 2025 dataset describes a gas-phase ion, C8H8N5O (charge -1) in a non-equilibrium geometry. The level of theory is the ωB97M-V functional and the def2-TZVPD basis.

Cartesian coordinates (Å):
C 0.4998 2.2133 0.2473
N 0.6775 0.8124 0.0398
C -0.4439 -0.0406 -0.0637
C -1.7404 0.4912 0.1551
C -2.9082 -0.2644 0.1564
C -2.8922 -1.6439 -0.1179
C -1.6409 -2.1391 -0.2301
C -0.4684 -1.3970 -0.2316
N 1.9838 0.4180 0.0759
N 2.3950 0.0514 1.2901
N 3.5508 -0.4180 1.1752
N 4.0143 -0.3657 -0.1146
C 2.9864 0.1336 -0.8367
O 2.9835 0.3420 -2.0338
H 1.4759 2.5720 0.3467
H 0.1766 2.6299 -0.6711
H -0.0793 2.3891 1.2193
H -1.8536 1.5564 0.4301
H -3.8859 0.2340 0.3317
H -3.7230 -2.2331 -0.4435
H -1.5897 -3.2892 -0.4031
H 0.4820 -2.0522 -0.3217

Properties
F_max in hartree/bohr: 0.0786
2S+1: 1
Gap between HOMO and LUMO in eV: 7.184
SMILES: CN(c1ccccc1)n1nnnc1[O-]
Calculated total energy in a.u.: -658.6302
Charge: -1

=====

Entry 6:
This record from the Open Molecules 2025 dataset describes a gas-phase ion, C8H8NO2S (charge +1) in a non-equilibrium geometry. The level of theory is the ωB97M-V functional and the def2-TZVPD basis.

Cartesian coordinates (Å):
C 2.4853 -1.5978 0.0749
C 3.7128 -1.0313 -0.1899
C 1.5428 -0.6088 0.2987
C 2.0807 0.7179 0.1210
C 1.2422 1.8089 -0.0358
C -1.0728 1.3560 1.4873
C 0.0834 -0.5976 0.6211
C -1.1526 0.9664 -0.8159
N -0.3813 0.7598 0.4147
O 0.9803 2.9267 -0.2515
O -1.1289 0.8981 2.5466
S 3.6938 0.6131 -0.3488
H 2.1795 -2.6237 0.0576
H 4.5294 -1.6355 -0.6234
H -1.2414 2.3954 1.1941
H -0.5817 -1.2159 -0.1315
H 0.0459 -0.7714 1.7371
H -2.1546 0.3411 -0.8764
H -1.2510 1.9249 -1.1469
H -0.4407 0.4343 -1.5222

Properties
F_max in hartree/bohr: 0.1156
2S+1: 1
Gap between HOMO and LUMO in eV: 9.126
Calculated total energy in a.u.: -912.7418
Charge: +1

=====

Entry 7:
This record from the Open Molecules 2025 dataset describes a gas-phase ion, C8H8NO3S (charge -1) in a non-equilibrium geometry. The level of theory is the ωB97M-V functional and the def2-TZVPD basis.

Cartesian coordinates (Å):
C 0.6001 -2.0413 1.1635
C 0.9107 -0.6037 1.0423
C 1.8070 -0.1107 0.2044
C 1.9806 1.1762 -0.4051
C 0.9880 1.7728 -1.0665
C -0.3198 1.1358 -1.3221
C -1.0510 0.7258 -0.2604
C -1.2061 1.4216 0.9023
N -1.4508 1.7853 1.9767
S -2.3692 -0.4210 -0.6633
O -3.6577 0.2458 -0.7416
O -2.0006 -0.9192 -1.9534
O -2.3086 -1.4232 0.4101
H 1.2202 -2.8652 0.7114
H -0.4183 -2.0396 0.8477
H 0.7772 -2.2178 2.3241
H 0.3246 0.1076 1.6010
H 2.4638 -0.6717 -0.3923
H 2.9988 1.5848 -0.3998
H 1.1388 2.6407 -1.6787
H -0.4278 0.7171 -2.3001

Properties
F_max in hartree/bohr: 0.0856
2S+1: 1
Gap between HOMO and LUMO in eV: 8.577
SMILES: C/C=C/C=C\C=C(/C#N)S(=O)(=O)[O-]
Calculated total energy in a.u.: -988.2657
Charge: -1

=====

Entry 8:
This record from the Open Molecules 2025 dataset describes a gas-phase ion, C8H8NO3S2 (charge +1) in a non-equilibrium geometry. The level of theory is the ωB97M-V functional and the def2-TZVPD basis.

Cartesian coordinates (Å):
C -2.0676 1.2571 -3.1051
S -0.3762 0.9183 -3.0118
O 0.4895 2.0314 -3.3653
O -0.1578 -0.3268 -3.7373
C 0.1475 0.4573 -1.4077
C 0.0677 1.0969 -0.2035
C 0.5947 0.2876 0.8064
C 1.0739 -0.9207 0.3621
C 1.6742 -1.8919 1.2693
C 2.1629 -1.3458 2.6138
C 1.3567 -2.2119 3.3438
N 0.6345 -2.5662 2.2071
O -0.3731 -3.1699 2.1514
S 0.7181 -1.1664 -1.3483
H -2.2748 2.1323 -2.3873
H -2.4908 1.5855 -4.1466
H -2.7887 0.3756 -2.9245
H -0.4139 2.1232 -0.0882
H 0.6960 0.5954 1.9268
H 2.3307 -2.7327 0.7987
H 2.7857 -0.5712 2.8256
H 0.9743 -2.3882 4.3361

Properties
F_max in hartree/bohr: 0.0957
2S+1: 1
Gap between HOMO and LUMO in eV: 6.499
SMILES: CS(=O)(=O)c1ccc([C@H]2C=C[N+]2=O)s1
Calculated total energy in a.u.: -1386.0100
Charge: +1

=====

Entry 9:
This record from the Open Molecules 2025 dataset describes a molecular structure, C8H8O2 in a non-equilibrium geometry. The level of theory is the ωB97M-V functional and the def2-TZVPD basis.

Cartesian coordinates (Å):
C -1.5558 1.4719 -0.0791
C -0.3371 0.6919 -0.0548
C 0.8917 1.4718 0.0364
C 2.2752 0.8076 0.0278
C 2.2289 -0.7365 -0.0021
C 1.0428 -1.4396 -0.0840
C -0.2300 -0.8773 -0.0329
C -1.5418 -1.5509 -0.0436
H -2.7676 0.8340 -0.0591
H -1.4916 1.9571 0.9610
H -1.6801 2.3650 -0.9766
H 0.6207 2.5329 0.1106
H 1.0219 -2.5814 0.3076
H -1.8283 -1.0887 -0.8290
H -1.3014 -2.5064 -0.0060
H -1.9951 -1.4865 0.8599
O 3.2386 1.4545 -0.0420
O 3.4090 -1.3192 -0.0941

Properties
F_max in hartree/bohr: 0.1546
2S+1: 1
Gap between HOMO and LUMO in eV: 7.513
Calculated total energy in a.u.: -459.9146
Charge: 0

=====

Entry 10:
This record from the Open Molecules 2025 dataset describes C8H8O2 in the gas phase in a non-equilibrium geometry. The level of theory is the ωB97M-V functional and the def2-TZVPD basis.

Cartesian coordinates (Å):
C 1.1661 0.2091 -1.0535
C -0.6536 -0.6193 1.4123
C 1.4535 0.8421 0.0699
C -0.4980 -1.2228 0.1908
C -0.0870 -0.7052 -1.0368
C -0.4293 0.7720 1.6027
C -0.7550 -1.0315 -2.1864
C -0.7288 1.9162 2.0990
O 2.3747 1.7878 0.3392
O -0.9149 -2.5463 0.2268
H 1.5930 0.2800 -2.0175
H -1.0620 -1.0846 2.2637
H -1.7574 -1.4986 -2.1932
H -0.1050 -0.6925 -3.0886
H -0.0418 2.8621 2.0743
H -1.7062 1.9588 2.4780
H 2.8519 1.8163 -0.5832
H -0.7002 -3.0435 -0.5974

Properties
F_max in hartree/bohr: 0.0993
2S+1: 1
Gap between HOMO and LUMO (spin up / spin down) in eV: 7.595 / 7.604
Calculated total energy in a.u.: -459.8782
Charge: 0

=====

Entry 11:
This record from the Open Molecules 2025 dataset describes C8H8O2S2 in the gas phase in a non-equilibrium geometry. The level of theory is the ωB97M-V functional and the def2-TZVPD basis.

Cartesian coordinates (Å):
C 0.6720 0.7226 0.4027
C -1.1708 -0.4482 -0.6133
C 1.4081 0.5217 -0.7410
C -0.5506 -0.3233 -1.8376
C -0.5486 0.1358 0.4916
C 0.7734 0.1916 -1.8635
C 3.6401 -1.0772 -2.4403
C -1.3185 0.2141 1.8158
O 3.1485 0.1174 -2.8854
O 1.1428 -1.1513 -4.0286
S 4.9962 -1.3063 -1.6334
S 1.5145 0.1338 -3.5226
H 1.1624 1.0464 1.3060
H -2.1422 -0.8301 -0.4512
H 2.4063 0.7887 -0.8436
H -0.9133 -0.7196 -2.7182
H 2.9796 -1.9121 -2.6541
H -1.9179 1.1786 1.8362
H -2.0344 -0.7547 1.8056
H -0.7167 0.1844 2.7153

Properties
F_max in hartree/bohr: 0.0715
2S+1: 1
Gap between HOMO and LUMO in eV: 9.137
Calculated total energy in a.u.: -1256.4191
Charge: 0

=====

Entry 12:
This record from the Open Molecules 2025 dataset describes C8H8O3 in the gas phase in a non-equilibrium geometry. The level of theory is the ωB97M-V functional and the def2-TZVPD basis.

Cartesian coordinates (Å):
C 2.4058 1.0487 0.2521
C 1.7683 -0.3660 -0.1588
O 2.3933 -1.3933 -0.2060
C 0.3226 -0.1816 -0.1402
C -0.5439 0.9350 -0.2636
O -0.0577 2.1841 -0.4375
C -1.8771 0.8235 -0.0970
C -2.4932 -0.4342 0.0754
C -1.7680 -1.6407 0.0441
C -0.3741 -1.4796 -0.1343
O 0.3153 -2.6328 -0.2312
H 3.4079 0.9402 0.3840
H 2.0354 1.7241 -0.4296
H 1.9222 1.3872 1.2199
H -0.6176 2.6988 0.1638
H -2.4529 1.7608 -0.1847
H -3.5054 -0.3226 0.3428
H -2.1413 -2.6392 0.0845
H 1.2605 -2.4123 -0.2837

Properties
F_max in hartree/bohr: 0.1101
2S+1: 1
Gap between HOMO and LUMO in eV: 8.826
SMILES: CC(=O)c1c(O)cccc1O
Calculated total energy in a.u.: -535.3307
Charge: 0

=====

Respective relative energy (zero: lowest compared OMol25 entry of this formula, charge and spin) values: 1.050, 2.369, 7.652, 0.000, 0.000, 0.555, 1.637, 0.000, 4.577, 5.568, 1.920, 1.657 eV.